A) Molecular formula: C10H14N2
Method: DFT, ωB97M-V/def2-TZVPD

Structure (XYZ):
```
26
C10H14N2 ωB97M-V/def2-TZVPD
C -1.378 0.825 0.374
H -2.003 2.754 -0.559
H 2.685 0.776 0.305
H -3.396 0.617 1.044
N 0.732 1.441 1.730
H 0.412 -1.914 -3.173
C 0.238 -0.714 -1.287
H -2.547 -1.702 1.692
H -0.418 1.967 -1.201
H -2.689 -0.357 2.987
C -2.139 -0.754 2.151
C 2.273 -0.126 -0.189
H 1.673 1.104 2.007
C -2.343 0.234 1.070
C -1.481 1.785 -0.800
C 2.986 -0.968 -1.007
H 2.824 -2.371 -2.782
H -0.815 -0.671 -1.335
C 0.976 -1.436 -2.246
H 4.051 -1.233 -0.894
C 2.333 -1.609 -2.097
C 0.867 -0.056 -0.247
H -0.986 -0.888 2.472
H -2.180 1.240 -1.400
N 0.226 0.546 0.802
H 0.101 1.507 2.584
```

Its charge is 0. The spin multiplicity is 1. The frontier orbital gap comes out at 7.83 eV.

Mulliken atomic charge list, values in e, 4 entries:
1 C 0.1211
2 H 0.3458
3 H 0.3131
4 H 0.3875



B) Molecular formula: C10H14N2
Method: DFT, ωB97M-V/def2-TZVPD

Structure (XYZ):
```
26
C10H14N2 ωB97M-V/def2-TZVPD
H -2.666 1.174 0.420
N -1.334 -2.668 0.675
H 3.389 2.858 -0.257
H 0.353 -1.407 -0.927
C 1.454 2.735 -1.061
H -0.896 -3.160 -1.147
C 0.792 -0.563 1.781
C -0.720 -1.238 -1.166
C 2.461 2.329 -0.167
C 2.225 1.263 0.711
H -0.785 -1.177 -2.287
N -1.502 -2.414 -0.731
H 1.658 3.516 -1.766
C 0.203 2.075 -1.051
C 0.998 0.554 0.705
H -1.660 -1.768 1.094
H 2.957 0.891 1.458
H 1.269 -1.497 1.381
H -3.143 -0.436 -0.585
C -1.136 0.010 -0.504
C 0.036 0.886 -0.295
H -0.510 2.412 -1.824
H 1.193 -0.365 2.831
C -2.407 0.294 -0.221
H -0.254 -0.939 1.952
H -1.976 -3.364 0.982
```

Its charge is 0. The spin multiplicity is 1. The frontier orbital gap comes out at 9.24 eV.

Mulliken atomic charge list, values in e, 4 entries:
1 H 0.3035
2 N -0.4604
3 H 0.3815
4 H 0.4051



C) Molecular formula: C10H14N2
Method: DFT, ωB97M-V/def2-TZVPD

Structure (XYZ):
```
26
C10H14N2 ωB97M-V/def2-TZVPD
H 2.412 0.855 0.335
C 1.711 0.021 0.252
C 1.866 -0.847 -0.914
H -0.877 2.280 0.503
H 1.714 -0.157 -3.150
H 1.796 -0.419 1.302
N -0.353 -1.110 -1.712
C -2.170 -0.079 1.137
H 2.612 0.904 -2.125
C -0.302 1.463 0.851
H -0.315 1.270 -2.174
C 0.382 0.641 -1.644
C -1.581 -1.352 0.495
H -2.964 -0.374 1.784
H -1.508 -2.319 1.063
H -2.715 0.516 0.325
N 0.653 -1.727 -0.912
H 0.536 1.855 1.308
H -2.369 -1.557 -0.284
C 0.251 0.451 -0.137
C -1.088 0.687 1.843
H 2.857 -1.526 -0.912
C 1.739 0.151 -2.082
H -0.462 -0.083 2.310
C -0.402 -0.918 -0.288
H -1.423 1.374 2.824
```

Its charge is 0. The spin multiplicity is 1. The frontier orbital gap comes out at 9.22 eV.

Mulliken atomic charge list, values in e, 4 entries:
1 H 0.4455
2 C -0.9915
3 C -0.1209
4 H 0.3616



Top of the stability list: B), leading by 37.5 kcal/mol.